DFT (wB97M-V/def2-TZVPD) results for a molecular structure, C35H38IrN7OSe.

The relative energy (zero: lowest compared OMol25 entry of this formula, charge and spin) is 0.00 kcal/mol. The spin multiplicity is 2. The value obtained for the max |F| is 0.6 eV Å⁻¹. As for the total charge: +3. As for the HOMO energy (alpha / beta): -16.7 / -16.7 eV.

XYZ file:
```
83
Properties=species:S:1:pos:R:3:forces:R:3:lowdin_charge:R:1
Ir -0.047862 0.357226 -0.496307 -0.25 0.14 -0.40 1.234
Se -0.718738 2.260924 -1.733614 -0.10 -0.04 -0.04 1.048
O 0.428818 -1.466492 0.329969 0.35 -0.09 0.47 -0.177
N 1.387204 -3.411091 0.840362 0.00 -0.02 -0.02 0.066
N 1.819969 0.613753 -1.471862 -0.05 -0.03 0.07 -0.069
N 0.111375 1.503110 1.249307 -0.13 -0.39 0.33 -0.009
N -0.288985 -0.820072 -2.216522 0.11 -0.12 -0.02 -0.054
N -2.825396 3.424201 0.040675 0.41 -0.04 -0.21 0.207
N 2.699116 -1.532391 0.764730 0.08 0.13 0.03 0.247
N -1.926468 0.159175 0.398081 -0.20 -0.03 -0.18 0.007
C 1.856552 0.062612 -2.718724 -0.03 0.02 0.01 -0.156
C -4.010266 -2.905921 0.466741 0.03 -0.01 0.04 -0.006
C 1.499651 -2.105016 0.644090 -0.43 -0.18 -0.17 -0.536
C -3.820210 -0.568573 -1.052004 -0.06 0.01 0.13 -0.237
C 2.952181 0.193652 -3.576561 0.04 0.01 0.00 -0.107
C -3.480625 1.101409 2.066703 0.02 -0.04 0.08 0.032
C -3.064055 -1.949476 0.827087 -0.01 0.02 0.02 -0.200
C 0.731336 -0.711196 -3.114828 0.00 0.00 0.02 -0.153
C 4.057112 0.932318 -3.112883 -0.02 0.00 0.01 0.065
C -2.011390 2.977672 -0.647674 -0.16 0.51 0.10 -0.601
C 3.056136 1.639935 3.514883 -0.04 -0.01 -0.03 -0.009
C -3.783241 0.684059 -1.870835 0.05 0.03 -0.02 -0.026
C 1.176976 -0.013698 3.533372 0.06 0.08 0.02 -0.013
C -2.957715 -0.806741 0.027412 -0.01 0.06 0.14 -0.226
C 1.849777 -1.191995 -5.228851 0.03 0.03 0.00 0.032
C -1.149734 2.594656 3.069712 0.00 0.03 -0.03 0.046
C 1.336447 1.944168 1.887027 0.04 0.16 -0.07 -0.235
C 1.886384 3.164434 1.484387 0.06 0.06 -0.05 -0.245
C -0.996005 1.733704 1.869340 0.06 -0.14 0.04 -0.249
C 2.910626 -0.438822 -4.862926 -0.02 -0.03 -0.01 0.030
C -0.359243 -2.209821 -4.635107 0.00 0.02 0.01 0.063
C -2.175422 0.963609 1.371117 -0.06 -0.08 0.04 -0.270
C -1.273802 -1.664978 -2.488858 0.05 -0.03 0.02 -0.057
C -1.341489 -2.372538 -3.693872 0.02 0.02 0.00 0.025
C 2.479637 -4.292847 1.244397 0.00 -0.01 0.02 -0.023
C -4.761154 -1.545700 -1.358049 0.03 -0.03 0.02 -0.013
C 1.213668 4.029166 0.453011 -0.02 -0.02 0.10 -0.026
C -2.276597 -2.131500 2.097127 -0.01 -0.05 -0.02 -0.010
C 3.058067 3.581774 2.101818 0.07 0.01 0.01 -0.008
C 4.019552 1.470794 -1.850786 0.01 -0.02 -0.03 0.018
C 0.735241 -1.370291 -4.344320 -0.02 -0.03 -0.01 -0.107
C 1.868328 1.187883 2.938752 -0.05 -0.07 -0.12 -0.210
C -4.847563 -2.713562 -0.617130 -0.03 -0.01 -0.02 -0.021
C 2.883923 1.292594 -1.059815 -0.02 0.07 0.17 -0.092
C 3.652055 2.816696 3.098099 -0.02 0.07 -0.07 -0.019
H -0.243957 3.144514 3.302773 0.03 0.00 0.00 0.107
H -2.806312 0.805517 -2.357004 -0.01 0.03 -0.06 0.025
H 2.086172 -5.299337 1.344256 0.00 0.00 0.00 0.106
H -2.754083 -1.600470 2.925589 0.00 -0.02 -0.02 0.096
H 1.828298 -1.684199 -6.192420 0.00 0.00 0.00 0.140
H 2.886203 -3.993021 2.211157 0.00 0.00 0.00 0.102
H 0.532787 -0.538457 2.833228 -0.05 -0.05 -0.12 0.048
H 4.925194 1.060826 -3.747582 0.00 0.01 0.00 0.146
H 3.268714 -4.311476 0.491997 0.00 -0.01 0.00 0.102
H -3.773166 2.153172 2.072880 0.01 -0.03 -0.01 0.100
H -3.385153 0.789972 3.110238 -0.01 0.00 -0.01 0.116
H -2.253341 -3.183192 2.377597 0.01 0.01 0.01 0.097
H -5.588592 -3.460378 -0.868399 0.01 -0.01 -0.01 0.128
H 3.498459 4.526497 1.810260 0.02 0.01 0.01 0.131
H -2.038798 -1.791796 -1.737285 0.10 -0.02 -0.08 0.099
H 3.755684 -0.314243 -5.527244 0.00 0.00 0.00 0.140
H -1.428838 1.990310 3.936921 -0.01 0.00 -0.01 0.120
H -2.179564 -3.034168 -3.860254 0.00 0.00 0.00 0.134
H 4.851240 2.034542 -1.452408 0.00 0.00 0.00 0.134
H 3.492238 1.073344 4.328651 0.00 0.00 -0.01 0.132
H -3.975432 1.575705 -1.274017 -0.05 -0.08 -0.03 0.070
H -5.439596 -1.379969 -2.185109 0.00 0.01 0.01 0.130
H -4.260867 0.514094 1.594041 0.00 -0.01 -0.02 0.109
H 0.220542 4.354416 0.779010 0.06 -0.01 0.00 0.092
H 2.759506 -0.536744 0.872818 -0.01 0.16 0.01 0.090
H -1.254990 -1.773518 2.007867 0.08 0.00 0.00 0.043
H 0.559260 0.296103 4.380462 0.00 -0.01 -0.01 0.102
H -1.966976 3.298635 2.896167 0.00 -0.01 0.02 0.113
H 1.086833 3.502450 -0.501963 0.12 0.06 0.05 0.001
H 3.491805 -2.075338 1.067058 0.01 0.00 0.03 0.123
H 2.842638 1.716393 -0.062295 -0.02 -0.03 -0.07 0.101
H 1.803895 4.919316 0.252039 0.00 0.04 -0.01 0.104
H -4.527270 0.646145 -2.663174 0.00 0.00 0.00 0.104
H 0.470717 -3.798723 0.681606 0.01 0.00 -0.01 0.160
H -4.106932 -3.799798 1.069932 0.00 0.00 0.00 0.130
H 1.906743 -0.718886 3.929205 0.00 0.00 -0.02 0.096
H 4.564089 3.158107 3.569005 0.00 0.00 0.00 0.128
H -0.401320 -2.733148 -5.582274 0.00 0.00 0.00 0.146
```
Forces are in eV/Å.